{"formula": "C21H20AsFN3O3PtS3", "method": "wB97M-V/def2-TZVPD", "species": ["Pt", "C", "C", "C", "C", "C", "C", "C", "F", "C", "C", "C", "O", "C", "C", "N", "C", "C", "O", "O", "H", "H", "H", "H", "H", "H", "H", "H", "H", "H", "H", "S", "C", "S", "C", "C", "N", "C", "N", "C", "As", "C", "C", "S", "H", "H", "H", "H", "H", "H", "H", "H", "H"], "coordinates": [[2.422, 0.901, -0.269], [-5.110, 0.052, 1.135], [-4.223, -0.725, 0.168], [-4.555, -2.211, 0.106], [-4.279, -2.880, 1.445], [-2.896, -2.542, 1.939], [-2.257, -3.351, 2.858], [-0.978, -3.036, 3.294], [-0.398, -3.863, 4.191], [-0.303, -1.938, 2.839], [-0.930, -1.103, 1.912], [-0.177, 0.086, 1.425], [0.928, 0.322, 1.896], [-0.867, 0.863, 0.403], [-2.130, 0.506, 0.060], [-2.812, -0.564, 0.526], [-2.221, -1.403, 1.464], [-0.356, 2.111, -0.306], [-1.197, 2.862, -0.801], [0.903, 2.331, -0.374], [-6.164, -0.083, 0.882], [-4.877, 1.116, 1.089], [-4.954, -0.279, 2.163], [-4.330, -0.299, -0.831], [-3.939, -2.673, -0.670], [-5.600, -2.335, -0.183], [-4.378, -3.963, 1.356], [-5.025, -2.563, 2.181], [-2.741, -4.242, 3.238], [0.701, -1.698, 3.164], [-2.657, 1.131, -0.652], [5.785, -1.748, 1.986], [4.834, -0.517, 1.414], [3.978, -0.778, -0.106], [4.687, 0.751, 2.038], [5.286, 1.091, 3.275], [5.774, 1.404, 4.274], [4.021, 1.747, 1.320], [3.537, 2.618, 0.694], [4.325, 1.551, -2.951], [2.424, 1.428, -3.236], [2.267, 0.967, -5.112], [1.690, 3.194, -3.061], [1.433, -0.094, -2.116], [4.802, 1.956, -3.845], [4.703, 0.557, -2.718], [4.491, 2.192, -2.088], [2.790, 1.704, -5.720], [1.214, 0.940, -5.389], [2.705, -0.018, -5.261], [2.102, 3.821, -3.853], [1.946, 3.565, -2.072], [0.605, 3.139, -3.123]], "forces_ev_per_a": [[0.0, 0.4, -0.2], [0.0, 0.0, 0.0], [0.0, 0.0, 0.0], [0.0, 0.0, 0.0], [0.0, 0.0, 0.0], [0.0, 0.0, 0.0], [0.0, 0.0, 0.0], [0.0, 0.0, 0.0], [0.0, 0.0, 0.0], [0.0, 0.0, 0.0], [0.0, 0.0, 0.0], [0.0, 0.0, -0.1], [-0.1, 0.2, 0.0], [0.1, 0.0, 0.1], [0.0, 0.0, 0.0], [0.0, 0.0, 0.0], [0.0, 0.0, 0.0], [-0.1, -0.1, 0.0], [0.0, 0.0, 0.0], [0.1, 0.0, 0.1], [0.0, 0.0, 0.0], [0.0, 0.0, 0.0], [0.0, 0.0, 0.0], [0.0, 0.0, 0.0], [0.0, 0.0, 0.0], [0.0, 0.0, 0.0], [0.0, 0.0, 0.0], [0.0, 0.0, 0.0], [0.0, 0.0, 0.0], [0.0, 0.0, 0.0], [0.0, 0.0, 0.0], [0.0, -0.1, 0.0], [0.0, 0.2, 0.0], [-0.1, 0.0, 0.0], [0.1, -0.2, -0.1], [0.1, 0.0, 0.0], [0.0, 0.0, 0.0], [-0.1, -0.1, 0.0], [-0.1, 0.0, 0.1], [0.0, 0.0, 0.0], [0.2, 0.0, 0.0], [-0.1, 0.0, 0.0], [0.0, 0.0, 0.0], [0.1, -0.3, 0.1], [0.0, 0.0, 0.0], [0.0, 0.0, 0.0], [0.0, 0.0, 0.0], [0.0, 0.0, 0.0], [0.0, 0.0, 0.0], [0.0, 0.0, 0.0], [0.0, 0.0, 0.0], [0.0, 0.0, 0.0], [0.0, 0.0, 0.0]], "charge": -1, "lumo_energy_ev": 2.09, "energy_ha": -4851.8843}